# C2H4Br2ClNi

C2H4Br2ClNi as an isolated structure (ωB97M-V with the def2-TZVPD basis set, the OMol25 dataset).

```
! RIJCOSX wB97M-V def2-TZVPD def2/J DEFGRID3
* xyz 1 3
Ni -6.0891 6.5264 14.5620
Cl -4.0334 7.4800 15.5590
Br -2.1108 11.4403 14.7694
C -2.0414 10.3087 16.3732
C -1.6590 11.0983 17.5921
Br -3.2271 12.2023 18.0906
H -1.3099 9.5399 16.1241
H -2.9586 9.7621 16.5925
H -0.7818 11.7146 17.3953
H -1.5038 10.4783 18.4751
*
```

The calculation puts the HOMO energy (spin up / spin down) at -0.5183 / -0.4663 Eh. As for the gap between HOMO and LUMO (spin up / spin down): 8.7475 / 3.0528 eV. For the energy above the lowest of the compared OMol25 structures with the same formula, charge and spin, the calculation gives 0.9699 eV. The lowest unoccupied orbital energy (spin up / spin down) is -5.3574 / -9.6352 eV. As for the expectation value of S²: 2.006.